A cluster of 10 separate species, C34H86N2O18 in total. Source: the Open Molecules 2025 dataset; level of theory: ωB97M-V/def2-TZVPD.

```
140
Properties=species:S:1:pos:R:3
C -4.46127 4.73654 -2.22273
C -4.34842 3.82011 -1.03390
C -4.37232 4.64812 0.24124
C -5.61132 2.92118 -1.06523
C -5.48329 1.66592 -0.21674
C -4.19458 0.92389 -0.51471
C -2.93710 1.79466 -0.36464
C -2.74221 2.06422 1.10592
C -1.74542 1.05840 -0.94376
N -3.18165 2.96786 -1.19770
O -1.98058 3.80762 -1.19907
H -4.46855 4.23616 -3.19007
H -5.39092 5.31012 -2.14426
H -3.64585 5.46841 -2.23866
H -5.27152 5.26968 0.27050
H -4.29963 4.11773 1.18260
H -3.52472 5.34744 0.21200
H -6.40125 3.56586 -0.66649
H -5.89196 2.67621 -2.09147
H -5.58720 1.86606 0.85056
H -6.30787 0.98980 -0.47633
H -4.22790 0.54884 -1.54595
H -4.12907 0.07089 0.16967
H -2.10178 1.32577 1.57777
H -3.67230 2.22038 1.63963
H -2.21599 3.02290 1.22007
H -1.72867 0.04301 -0.54519
H -0.83594 1.60102 -0.66683
H -1.76560 1.03012 -2.03441
H -1.58495 3.68906 -2.07264
C -1.64881 -1.69303 -4.00014
C -1.09762 -3.11623 -3.95921
C 0.40820 -3.02597 -4.14708
C -1.27727 -3.65995 -2.55554
C -2.73466 -4.05412 -2.33083
C -3.12927 -5.11072 -3.38765
C -2.86438 -4.74049 -4.83658
C -2.68475 -6.02024 -5.60303
C -4.01321 -3.91697 -5.38333
N -1.59706 -4.02117 -4.94240
O -1.28745 -3.64103 -6.24273
H -0.79660 -1.04307 -3.74132
H -2.09996 -1.27007 -4.90348
H -2.35433 -1.36272 -3.21949
H 0.93490 -3.97937 -4.17962
H 0.67151 -2.55223 -5.10356
H 0.82746 -2.38846 -3.36364
H -0.69373 -4.57058 -2.35364
H -0.83022 -2.93011 -1.87269
H -2.88185 -4.51849 -1.35445
H -3.34433 -3.15292 -2.42998
H -4.22343 -5.08027 -3.27462
H -2.80089 -6.11859 -3.15829
H -3.55198 -6.68750 -5.50296
H -1.81878 -6.58990 -5.27664
H -2.60388 -5.78973 -6.66775
H -4.02445 -2.93368 -4.90843
H -4.97309 -4.39917 -5.17413
H -3.97485 -3.80576 -6.46909
H -1.79782 -2.82392 -6.44378
O 2.82274 4.61482 1.27839
C 1.47110 5.03868 1.36850
C 0.54759 3.84319 1.56703
O 0.81196 3.17399 2.80651
H 3.14838 4.22127 2.11005
H 1.29438 5.78001 2.16735
H 1.24435 5.51157 0.41058
H 0.67131 3.17481 0.71513
H -0.51185 4.14024 1.54391
H 0.32409 3.68076 3.47122
O -1.63516 -3.54467 1.14951
C -2.69381 -2.87154 1.79396
C -2.97197 -3.38782 3.16752
O -3.48503 -4.73957 3.00909
H -1.76893 -4.49721 1.25686
H -2.42245 -1.81035 1.78635
H -3.59788 -2.92580 1.17334
H -3.75548 -2.74275 3.58798
H -2.08537 -3.39564 3.79915
H -3.20756 -5.23902 3.78639
O 3.10633 -0.52067 1.06253
C 1.98498 0.38850 1.20051
C 0.72225 -0.38571 1.41803
O 0.55441 -1.31825 0.34225
H 2.80542 -1.17528 0.40807
H 2.20346 0.98295 2.08561
H 1.90720 1.02141 0.31253
H -0.09197 0.35435 1.40530
H 0.73767 -0.91132 2.37820
H -0.00393 -2.05503 0.63480
O 4.40513 -2.28945 -1.90551
C 4.54770 -3.20599 -0.81493
C 5.73727 -2.95514 0.05978
O 6.97331 -3.22093 -0.61563
H 5.00660 -2.53930 -2.61481
H 3.63727 -3.17797 -0.19041
H 4.50633 -4.24438 -1.17563
H 5.65275 -3.58378 0.95112
H 5.73537 -1.93205 0.46278
H 7.21779 -2.42958 -1.10640
O 8.45087 2.26245 1.46866
C 7.13577 2.13125 2.04969
C 6.19614 1.47156 1.08041
O 4.89185 1.44725 1.66230
H 8.39102 2.79877 0.67113
H 7.31712 1.58233 2.96903
H 6.78734 3.14971 2.27209
H 6.55256 0.45337 0.88146
H 6.17881 2.04216 0.14326
H 4.33459 0.73435 1.24737
O 3.46173 0.34204 -1.92459
C 2.16429 0.24143 -2.51957
C 1.72214 1.40453 -3.36194
O 1.62010 2.62541 -2.63713
H 3.64630 -0.59792 -1.70841
H 2.09733 -0.68425 -3.10071
H 1.44310 0.20276 -1.67861
H 0.77779 1.14313 -3.83824
H 2.47011 1.52929 -4.17043
H 2.30348 2.60804 -1.94915
O 4.15462 3.46626 3.48905
C 4.33483 3.36857 4.96360
C 3.68000 2.09163 5.48234
O 2.28204 2.11757 5.26152
H 4.61579 2.68682 3.11871
H 5.42008 3.34418 5.11834
H 3.82411 4.18458 5.47502
H 3.79173 1.96954 6.56307
H 4.13962 1.21904 4.99384
H 2.08279 2.41332 4.33170
O 1.28859 -0.19693 6.65758
C -0.07659 -0.47817 6.43222
C -0.88520 0.77213 6.28783
O -0.47701 1.51276 5.16391
H 1.64310 0.49914 6.06285
H -0.22833 -1.11404 5.54424
H -0.31287 -1.11373 7.28841
H -0.87459 1.38784 7.20067
H -1.95487 0.53801 6.18737
H 0.43644 1.80496 5.32098
```

Output
- Frontier orbital gap: 8.53 eV
- E_LUMO: 0.31 eV
- HOMO energy: -0.3021 hartree
- E: -2810.672826 a.u.
- Molar mass: 811.058 g/mol
- SMILES: CC1(C)CCCC(C)(C)N1O.CC1(C)CCCC(C)(C)N1O.OCCO.OCCO.OCCO.OCCO.OCCO.OCCO.OCCO.OCCO